1.
Density functional theory data (ωB97M-V/def2-TZVPD) for the molecule C33H36N6O5.

Each line ends with the Mulliken charge.
Geometry (Å):
O  -6.783  1.304  -1.095  -0.438
O  4.255  1.623  -0.632  -0.332
O  1.468  3.045  0.096  -0.667
O  2.817  -0.505  2.172  -0.834
O  -0.759  -1.690  1.351  -0.490
N  -4.739  2.388  0.571  -0.048
N  1.274  -0.108  0.577  1.440
N  2.813  2.242  1.731  -0.027
N  1.953  -2.838  -0.290  0.949
N  0.851  -3.796  -1.862  -0.705
N  1.777  -2.966  -1.612  -0.516
C  1.703  2.231  0.964  -0.011
C  0.360  -4.276  -0.684  0.596
C  -5.754  2.098  -1.646  -0.344
C  2.905  -1.929  0.265  -1.713
C  -2.777  -1.520  0.108  -2.037
C  -0.682  1.375  1.071  -0.718
C  -3.411  2.018  0.697  1.431
C  5.347  3.597  -1.411  -0.691
C  -1.607  1.216  2.098  -0.483
C  1.085  -3.658  0.363  1.017
C  0.761  1.058  1.325  0.009
C  3.961  3.025  1.349  -1.336
C  -0.162  -4.842  1.959  -0.575
C  -2.474  2.183  -0.328  -0.751
C  6.021  3.065  -0.140  -0.834
C  -2.935  1.530  1.922  -1.029
C  -0.984  -1.127  -2.180  -0.284
C  -0.655  -5.189  -0.395  -0.877
C  -6.337  0.610  0.048  -0.431
C  -5.797  1.566  1.123  -0.633
C  4.193  2.606  -1.658  -0.397
C  -0.236  -0.735  -3.274  -1.220
C  4.923  2.190  0.474  0.265
C  1.000  -0.137  -3.095  -0.833
C  -5.223  3.087  -0.601  -0.906
C  0.839  -3.937  1.701  -0.928
C  -0.897  -5.454  0.931  -0.540
C  -1.140  1.874  -0.142  -0.479
C  -0.511  -0.942  -0.882  1.146
C  1.491  0.058  -1.818  0.160
C  0.752  -0.353  -0.718  -0.670
C  2.311  -0.783  1.095  1.209
C  -1.286  -1.402  0.299  0.703
H  3.595  -2.463  0.927  0.402
H  -2.775  2.553  -1.296  0.293
H  -5.544  -0.102  -0.233  0.146
H  6.339  3.857  0.533  0.350
H  -0.400  -5.091  2.982  0.395
H  -4.934  1.453  -2.001  0.264
H  5.309  1.353  1.065  0.464
H  6.882  2.447  -0.392  0.318
H  -3.161  -0.650  -0.418  0.228
H  -5.439  0.986  1.970  0.354
H  -6.055  3.724  -0.277  0.380
H  -0.451  2.038  -0.955  0.424
H  -7.200  0.056  0.420  0.412
H  -1.676  -6.153  1.200  0.398
H  4.959  4.602  -1.257  0.302
H  3.219  3.108  -1.625  0.202
H  2.446  0.531  -1.653  -0.108
H  3.594  3.885  0.786  0.447
H  4.485  3.365  2.246  0.328
H  2.998  1.413  2.289  0.383
H  -0.618  -0.902  -4.269  0.387
H  -3.609  1.421  2.758  0.450
H  -1.935  -1.608  -2.339  0.517
H  -1.214  -5.659  -1.189  0.489
H  6.038  3.623  -2.251  0.335
H  1.582  0.175  -3.949  0.477
H  0.893  0.812  2.384  1.001
H  3.470  -1.496  -0.566  0.338
H  -1.278  0.841  3.056  0.427
H  -2.997  -2.417  -0.468  0.498
H  4.289  2.079  -2.611  0.439
H  -3.253  -1.609  1.082  0.452
H  -4.444  3.724  -1.015  0.485
H  -6.606  2.225  1.458  0.319
H  -6.196  2.621  -2.496  0.355
H  1.392  -3.451  2.489  0.495

net charge	0
energy above the lowest of the compared OMol25 structures with the same formula, charge and spin	0.209	eV
frontier orbital gap	7.934	eV
structure (SMILES)	CC(=O)c1ccccc1N(C(=O)Cn1nnc2ccccc21)[C@@H](C(=O)NC[C@@H]1CCCO1)c1ccc(N2CCOCC2)cc1

---

2.
Density functional theory data (ωB97M-V/def2-TZVPD) for the ion C11H6F5N4S with charge +1.

Each line ends with the Mulliken charge.
Geometry (Å):
S  -0.461  4.852  0.956  0.037
F  5.497  -0.613  0.606  -0.189
F  4.138  1.768  0.481  -0.264
F  3.825  1.091  -1.837  -0.227
F  3.269  -1.224  1.198  -0.241
F  3.975  -1.727  -1.032  -0.206
N  1.985  0.639  -0.181  0.135
N  -4.763  -2.128  -0.485  -0.386
N  -0.065  1.213  0.890  0.672
N  -0.872  1.914  1.772  -1.117
C  -3.262  0.241  -0.152  -0.311
C  -0.343  0.074  -0.068  0.295
C  -4.633  -0.643  -0.295  -0.156
C  1.401  1.589  0.851  -0.019
C  -1.829  -0.601  -0.232  0.415
C  -3.455  -2.863  -0.562  -0.176
C  -0.874  3.242  1.353  0.418
C  3.501  0.759  -0.431  0.464
C  -1.941  -2.246  -0.456  -0.381
C  4.120  -0.715  0.059  0.680
C  1.025  -0.356  -0.865  -0.389
H  1.884  2.439  1.496  0.452
H  -0.940  -2.873  -0.491  0.285
H  -3.250  1.408  0.024  0.217
H  -5.654  -0.028  -0.227  0.292
H  1.246  -1.165  -1.683  0.404
H  -3.523  -4.049  -0.688  0.296

net charge	+1
frontier orbital gap	6.704	eV
structure (SMILES)	FC(F)(F)C(F)(F)n1cc(-c2ccncc2)[n+](N=C=S)c1

---

3.
Density functional theory data (ωB97M-V/def2-TZVPD) for a structure of composition C18H30AsN2NaO3S4.

Each line ends with the Mulliken charge.
Geometry (Å):
As  -3.116  -1.114  1.002  0.314
S  -4.124  -2.990  0.679  -0.660
S  -2.556  -0.427  -1.087  -0.370
S  -4.196  0.503  1.989  -0.684
S  -1.165  -1.395  1.999  -0.531
Na  -0.049  -0.051  -0.134  0.699
O  1.766  0.793  1.990  -0.668
O  -0.365  1.406  -1.756  -0.591
O  -0.312  1.869  0.821  -0.199
N  -2.415  2.373  -2.107  0.007
N  0.846  0.787  4.059  0.286
C  0.839  1.093  2.728  0.566
C  1.925  -0.941  -3.377  1.056
C  3.029  -1.405  -1.135  -0.407
C  -0.296  0.969  4.927  -0.938
C  -3.773  2.502  -1.606  -0.950
C  3.050  -1.991  0.124  -0.839
C  2.367  0.524  -3.332  -1.405
C  -1.486  1.706  -1.270  0.448
C  -2.390  1.925  -3.482  -0.907
C  2.005  -2.790  0.567  1.104
C  0.564  -1.038  -4.058  -1.739
C  1.954  -1.599  -2.000  0.427
C  -1.532  2.250  0.178  -0.714
C  1.967  -3.330  1.967  -1.308
C  0.915  -2.418  -1.557  -0.371
C  1.965  0.064  4.605  -1.064
C  0.936  -3.002  -0.298  -0.672
C  -0.400  1.820  2.217  -0.483
H  -4.346  1.579  -1.752  0.271
H  -1.364  1.860  -3.834  0.224
H  -0.175  1.830  5.595  0.257
H  0.028  -2.547  -2.163  0.210
H  -2.861  0.938  -3.590  0.280
H  2.451  0.627  5.411  0.323
H  0.262  -2.071  -4.240  0.374
H  2.363  0.936  -4.346  0.449
H  1.884  -4.420  1.973  0.367
H  0.063  -3.547  0.043  0.287
H  -0.212  -0.563  -3.454  0.281
H  -1.217  1.076  4.363  0.346
H  -0.420  0.072  5.539  0.338
H  3.844  -0.754  -1.427  0.207
H  3.378  0.643  -2.941  0.397
H  -2.384  1.870  0.748  0.027
H  -4.267  3.335  -2.116  0.369
H  -1.571  3.347  0.115  0.286
H  2.688  -0.122  3.817  0.244
H  2.870  -3.055  2.517  0.321
H  -3.797  2.685  -0.535  0.309
H  -1.278  1.235  2.510  0.010
H  1.095  -2.939  2.498  0.139
H  -2.941  2.636  -4.104  0.374
H  0.603  -0.530  -5.025  0.471
H  3.872  -1.773  0.798  0.200
H  1.629  -0.895  5.013  0.351
H  2.653  -1.486  -3.997  0.283
H  1.679  1.115  -2.725  0.235
H  -0.485  2.827  2.656  0.363

net charge	-2
energy above the lowest of the compared OMol25 structures with the same formula, charge and spin	0.000	eV
frontier orbital gap	4.545	eV